Entry from OMol25: a structure of composition C28H42CdN4O3PSSbSe4 at a distorted geometry (wB97M-V/def2-TZVPD).

Geometry as ORCA input:
```
! RIJCOSX wB97M-V def2-TZVPD def2/J DEFGRID3
* xyz 0 1
Cd 1.583 -1.957 -1.556
N 1.155 0.191 6.431
C 1.533 -0.297 5.209
C 2.137 0.549 4.266
C 2.450 0.081 3.009
C 2.169 -1.237 2.686
C 1.582 -2.096 3.601
C 1.260 -1.627 4.858
S 2.561 -1.752 1.050
O 2.514 -0.534 0.246
O 3.838 -2.408 0.990
N 1.437 -2.634 0.374
C 1.228 -3.950 0.470
N 0.705 -4.492 -0.649
C 0.363 -5.765 -0.588
C 0.563 -6.532 0.550
C 1.166 -5.890 1.621
N 1.480 -4.608 1.601
H 1.560 1.067 6.717
H 0.960 -0.467 7.167
H 2.348 1.577 4.522
H 2.918 0.713 2.268
H 1.389 -3.116 3.305
H 0.775 -2.279 5.572
H -0.073 -6.180 -1.491
H 0.284 -7.571 0.595
H 1.411 -6.403 2.542
Se 7.167 -1.958 -1.553
Sb 4.485 -0.961 -1.152
Se 7.103 -0.673 -3.294
Se 4.767 1.377 -0.652
Se 3.092 -1.334 -3.329
O 0.462 -0.098 -1.504
P -0.809 0.638 -1.235
C -1.788 0.541 -2.822
C -2.978 1.493 -2.994
C -3.239 1.786 -4.481
C -3.002 0.538 -5.328
C -1.527 0.108 -5.274
C -0.837 0.641 -4.015
C -0.427 2.359 -0.634
C 0.633 2.288 0.479
C 1.540 3.525 0.495
C 0.743 4.763 0.104
C 0.294 4.660 -1.359
C 0.105 3.198 -1.794
C -1.779 -0.335 0.026
C -0.867 -0.665 1.210
C -1.664 -1.299 2.339
C -2.672 -0.295 2.916
C -3.003 0.820 1.918
C -3.105 0.284 0.491
H -2.154 -0.497 -2.804
H -2.800 2.433 -2.470
H -3.870 1.037 -2.559
H -2.584 2.587 -4.829
H -4.268 2.129 -4.607
H -3.296 0.727 -6.362
H -3.638 -0.266 -4.952
H -0.991 0.480 -6.148
H -1.462 -0.983 -5.294
H -0.526 1.674 -4.165
H 0.067 0.057 -3.825
H -1.347 2.812 -0.255
H 1.257 1.407 0.323
H 0.137 2.203 1.451
H 2.383 3.389 -0.185
H 1.954 3.650 1.496
H 1.346 5.661 0.241
H -0.129 4.855 0.759
H 1.039 5.122 -2.007
H -0.644 5.207 -1.490
H 1.057 2.769 -2.110
H -0.588 3.172 -2.637
H -1.981 -1.283 -0.500
H -0.367 0.225 1.586
H -0.086 -1.346 0.875
H -0.985 -1.635 3.124
H -2.176 -2.185 1.958
H -2.271 0.155 3.827
H -3.584 -0.823 3.197
H -2.234 1.592 1.947
H -3.951 1.281 2.203
H -3.409 1.086 -0.185
H -3.887 -0.477 0.469
*
```

Energy: -12290.2070 Eh
Kohn-Sham gap (spin up / spin down): 5.30 / 5.56 eV
Highest occupied orbital energy (spin up / spin down): -6.727 / -6.444 eV
Relative energy (zero: lowest compared OMol25 entry of this formula, charge and spin): 2.996 eV

Mulliken atomic charge list, values in e, 4 entries: 2.140, -0.557, 1.035, -0.816